{
  "formula": "C3H2N2O2",
  "method": "the ωB97M-V functional and the def2-TZVPD basis",
  "symbols": ["O", "O", "N", "N", "C", "C", "C", "H", "H"],
  "positions_angstrom": [[-1.711, 0.523, 0.139], [2.349, 0.109, 1.180], [-0.605, 0.442, 0.783], [-1.693, 0.067, -1.133], [-0.469, -0.438, -1.227], [1.714, -0.408, 0.254], [0.239, -0.224, 0.039], [2.235, -1.116, -0.393], [-0.159, -1.080, -2.106]],
  "forces_ev_per_angstrom": [[-2.7, 1.6, -0.1], [-1.6, -0.9, -2.1], [2.0, -0.7, 1.3], [2.4, -1.5, 0.0], [-0.2, -1.0, -0.3], [0.8, 0.8, 3.0], [-0.2, 0.5, -2.4], [-0.1, 0.0, -0.5], [-0.4, 1.3, 1.1]],
  "smiles": "O=Cc1cnon1",
  "lumo_energy_ev": -0.63,
  "multiplicity": 1,
  "gap_ev": 10.275
}

{
  "formula": "C3H2N2O2",
  "method": "the ωB97M-V functional and the def2-TZVPD basis",
  "symbols": ["O", "O", "N", "N", "C", "C", "C", "H", "H"],
  "positions_angstrom": [[-1.285, 0.952, -1.801], [0.393, 0.548, -0.573], [-1.594, -0.826, 0.172], [1.895, -0.972, 0.952], [-0.543, -1.099, 0.599], [0.798, -0.582, 0.492], [-0.978, 0.857, -0.648], [2.703, -0.402, 0.692], [-1.442, 1.417, 0.190]],
  "forces_ev_per_angstrom": [[-1.4, 0.0, 0.5], [2.6, -2.0, 3.4], [-0.2, -2.8, 1.8], [-1.4, 0.9, -0.7], [-1.3, 0.3, -0.5], [-0.1, 1.8, -1.8], [1.7, 2.5, -2.4], [-0.2, 0.0, -0.1], [0.3, -0.6, -0.2]],
  "lumo_energy_ev": -1.10,
  "multiplicity": 1,
  "gap_ev": 9.688
}

{
  "formula": "C3H2N2O2",
  "method": "the ωB97M-V functional and the def2-TZVPD basis",
  "symbols": ["O", "O", "N", "N", "C", "C", "C", "H", "H"],
  "positions_angstrom": [[-2.587, -0.142, -0.815], [-0.250, -1.625, 0.012], [2.115, -0.896, 0.229], [0.531, 0.543, 0.264], [1.875, 0.281, -0.057], [-0.379, -0.415, 0.099], [-1.787, 0.226, -0.003], [2.532, 1.069, -0.425], [-2.004, 1.025, 0.725]],
  "forces_ev_per_angstrom": [[0.4, 0.1, 0.4], [0.0, 0.6, 0.2], [0.2, 0.3, -0.1], [0.1, 0.4, 0.2], [0.0, -0.4, -0.2], [-0.2, -0.7, -0.3], [-0.6, -0.1, -0.4], [0.0, -0.1, 0.2], [0.1, 0.0, 0.0]],
  "lumo_energy_ev": [-2.27, -3.28],
  "multiplicity": 1,
  "gap_ev": [7.927, 6.797]
}

{
  "formula": "C3H2N2O2",
  "method": "the ωB97M-V functional and the def2-TZVPD basis",
  "symbols": ["O", "O", "N", "N", "C", "C", "C", "H", "H"],
  "positions_angstrom": [[-0.529, -1.059, 0.394], [-1.303, 0.177, -1.368], [0.901, 1.064, 0.511], [0.758, -1.166, -0.153], [1.428, -0.089, -0.022], [0.086, 1.800, 0.951], [-1.453, -0.336, -0.301], [2.466, -0.085, -0.338], [-2.355, -0.306, 0.326]],
  "forces_ev_per_angstrom": [[-0.2, 0.0, 0.1], [0.0, -0.3, 0.5], [-0.7, 0.6, 0.4], [0.3, 0.3, -0.1], [-0.1, -0.3, -0.1], [0.9, -0.4, -0.3], [0.0, 0.1, -0.4], [-0.2, 0.0, 0.0], [0.0, -0.1, -0.2]],
  "lumo_energy_ev": -0.25,
  "multiplicity": 1,
  "gap_ev": 10.933
}

{
  "formula": "C3H2N2O3",
  "method": "the ωB97M-V functional and the def2-TZVPD basis",
  "symbols": ["O", "O", "O", "N", "N", "C", "C", "C", "H", "H"],
  "positions_angstrom": [[1.184, 0.193, -0.183], [-0.187, 1.881, -2.367], [-1.990, 0.762, -1.768], [-0.807, 1.094, -1.669], [-0.817, -0.704, 0.214], [-0.148, 0.155, -0.499], [0.004, -1.023, 1.281], [1.236, -0.454, 1.011], [2.107, -0.275, 1.822], [-0.583, -1.629, 2.159]],
  "forces_ev_per_angstrom": [[-1.1, 1.5, 0.5], [-0.5, -1.3, 1.8], [2.0, 1.2, 0.0], [-0.8, -2.4, 0.1], [-0.5, 2.3, -0.8], [0.2, -0.9, -0.6], [-0.8, -0.9, 0.7], [0.8, -0.7, 3.6], [-1.8, -0.5, -2.8], [2.4, 1.6, -2.2]],
  "smiles": "O=[N+]([O-])c1ncco1",
  "lumo_energy_ev": -0.81,
  "multiplicity": 1,
  "gap_ev": 9.400
}

{
  "formula": "C3H2N2O3S2",
  "method": "the ωB97M-V functional and the def2-TZVPD basis",
  "symbols": ["S", "S", "O", "O", "O", "N", "N", "C", "C", "C", "H", "H"],
  "positions_angstrom": [[-1.949, -0.226, -1.663], [0.818, -2.274, 0.488], [1.202, -2.237, 1.894], [-2.902, 0.028, -0.610], [-1.917, -1.609, -2.102], [0.691, 1.636, 0.327], [-0.183, 1.450, -0.672], [-0.377, 0.133, -0.726], [0.540, -0.544, 0.099], [1.087, 0.494, 0.828], [2.003, 0.586, 1.572], [0.986, 2.562, 0.567]],
  "forces_ev_per_angstrom": [[0.9, -1.5, 1.5], [-0.7, 0.9, -1.7], [0.6, -0.3, 1.7], [-0.8, 1.0, 0.1], [0.5, 0.1, -0.8], [-1.1, 0.3, -1.5], [-1.0, 0.1, 0.2], [0.3, 1.6, -1.3], [-0.7, -1.0, 0.9], [4.3, -0.5, 2.3], [-2.4, -0.9, -1.5], [0.0, 0.2, 0.0]],
  "lumo_energy_ev": [-1.37, -2.79],
  "multiplicity": 1,
  "gap_ev": [8.933, 6.058]
}

Let's list energy in order: -375.3937 -375.3776 -375.3434 -375.3935 -450.5634 -1246.9815 Ha.
Let's list energy above the lowest of the compared OMol25 structures with the same formula, charge and spin in order: 73.9 84.0 105.5 74.0 150.5 3.9 kcal/mol.
Let's list molecular weight in order: 98.06 98.06 98.06 98.06 114.06 178.19 g mol⁻¹.